# 1
Here is a structure of composition C15H16N4O at a distorted geometry from the Open Molecules 2025 dataset. Energies are from wB97M-V/def2-TZVPD.

Cartesian coordinates (Å):
N (-1.32, 2.01, 5.30)
N (0.87, 2.74, 5.77)
O (-0.92, 3.39, 7.20)
C (-0.50, 2.66, 6.13)
C (0.89, 2.18, 4.58)
C (-0.41, 1.92, 4.24)
C (-0.80, 1.43, 3.04)
C (2.75, 1.03, 1.55)
C (2.40, 0.43, 0.30)
C (0.03, 0.66, 0.86)
C (0.32, 1.16, 2.15)
C (1.73, 1.46, 2.50)
C (1.06, 0.29, -0.08)
N (1.94, 1.98, 3.70)
N (0.82, -0.10, -1.38)
C (-0.51, 0.24, -1.90)
C (1.64, -1.21, -2.00)
C (-0.55, 0.10, -3.46)
C (0.66, -2.05, -2.79)
C (0.15, -1.17, -3.95)
H (-0.17, 3.42, 7.74)
H (-1.87, 1.29, 2.88)
H (3.81, 1.25, 1.81)
H (3.19, 0.05, -0.38)
H (-1.06, 0.46, 0.83)
H (2.84, 2.07, 3.97)
H (-0.84, 1.30, -1.78)
H (-1.40, -0.31, -1.58)
H (2.25, -0.86, -2.77)
H (2.28, -1.82, -1.26)
H (0.08, 0.97, -3.79)
H (-1.60, 0.22, -3.80)
H (-0.22, -2.40, -2.26)
H (1.15, -2.95, -3.13)
H (0.93, -0.93, -4.66)
H (-0.59, -1.86, -4.52)

Summary:
Orbital gap ... 7.27 eV
ΔE to the lowest compared entry with this formula, charge and spin ... 58.6 kcal/mol
Multiplicity ... 1

# 2
Here is the molecule C7H10 at a distorted geometry from the Open Molecules 2025 dataset. Energies are from wB97M-V/def2-TZVPD.

Cartesian coordinates (Å):
C (-0.39, -2.61, 2.08)
C (0.59, -1.74, 1.76)
C (0.16, -0.46, 1.17)
C (0.60, 0.16, 0.07)
C (0.16, 1.55, -0.29)
C (0.09, 1.64, -1.79)
C (-0.85, 1.40, -2.72)
H (-1.34, -2.21, 2.43)
H (-0.24, -3.66, 2.31)
H (1.61, -2.12, 1.78)
H (-0.51, 0.06, 1.85)
H (1.41, -0.28, -0.52)
H (0.81, 2.27, 0.23)
H (-0.84, 1.69, 0.12)
H (1.09, 1.68, -2.22)
H (-0.54, 0.72, -3.50)
H (-1.81, 1.92, -2.76)

Summary:
Orbital gap ... 9.79 eV
ΔE to the lowest compared entry with this formula, charge and spin ... 84.7 kcal/mol
Multiplicity ... 1
Structure (SMILES) ... C=C/C=C/CC=C

# 3
Here is a cluster of 6 separate species, C32H66NO5P in total at a distorted geometry from the Open Molecules 2025 dataset. Energies are from wB97M-V/def2-TZVPD.

Cartesian coordinates (Å):
C (5.48, 1.99, 0.68)
C (6.58, 1.61, -0.38)
C (5.95, 1.20, -1.78)
C (6.18, -0.32, -2.12)
C (5.00, -1.23, -1.58)
C (5.41, -2.05, -0.31)
C (4.28, -2.96, 0.31)
C (2.94, -3.00, -0.49)
C (2.02, -1.73, -0.28)
P (0.38, -2.11, 0.54)
N (-0.42, -0.56, 0.66)
C (-1.50, -0.46, -0.04)
C (-1.56, -0.02, -1.52)
C (-2.86, -0.75, 0.67)
H (4.82, 2.76, 0.22)
H (5.98, 2.47, 1.56)
H (4.90, 1.13, 1.05)
H (7.25, 0.81, 0.02)
H (7.16, 2.56, -0.58)
H (4.86, 1.43, -1.68)
H (6.32, 1.88, -2.57)
H (7.16, -0.64, -1.70)
H (6.23, -0.42, -3.23)
H (4.22, -0.50, -1.25)
H (4.55, -1.84, -2.38)
H (5.69, -1.30, 0.47)
H (6.36, -2.60, -0.54)
H (4.68, -4.00, 0.34)
H (4.12, -2.66, 1.37)
H (2.36, -3.87, -0.08)
H (3.07, -3.21, -1.57)
H (1.80, -1.32, -1.29)
H (2.57, -0.91, 0.25)
H (0.66, -2.51, 1.90)
H (-1.68, 1.09, -1.64)
H (-0.65, -0.34, -2.06)
H (-2.47, -0.46, -2.01)
H (-2.88, -1.86, 0.83)
H (-3.71, -0.40, 0.06)
H (-2.92, -0.26, 1.67)
C (11.49, 3.58, 0.14)
C (11.74, 4.30, -1.17)
C (10.47, 4.00, -1.94)
O (9.42, 3.87, -0.98)
C (10.00, 3.79, 0.33)
H (12.09, 3.96, 0.97)
H (11.71, 2.51, 0.02)
H (11.83, 5.38, -0.99)
H (12.64, 3.97, -1.69)
H (10.55, 3.05, -2.49)
H (10.21, 4.79, -2.65)
H (9.80, 4.73, 0.84)
H (9.54, 2.98, 0.89)
C (-5.39, -3.33, -3.20)
C (-6.28, -3.65, -2.02)
C (-5.57, -2.93, -0.88)
O (-4.93, -1.78, -1.46)
C (-4.97, -1.90, -2.89)
H (-5.89, -3.42, -4.16)
H (-4.52, -3.99, -3.21)
H (-7.27, -3.23, -2.17)
H (-6.39, -4.72, -1.83)
H (-4.79, -3.56, -0.44)
H (-6.25, -2.61, -0.10)
H (-5.69, -1.18, -3.27)
H (-3.98, -1.66, -3.30)
C (0.82, -7.13, 3.33)
C (-0.14, -6.14, 3.96)
C (0.21, -4.86, 3.22)
O (0.66, -5.24, 1.91)
C (0.86, -6.66, 1.89)
H (0.50, -8.17, 3.42)
H (1.81, -7.04, 3.78)
H (-1.17, -6.43, 3.73)
H (-0.04, -6.05, 5.04)
H (1.04, -4.33, 3.72)
H (-0.64, -4.18, 3.14)
H (0.06, -7.10, 1.30)
H (1.82, -6.88, 1.40)
C (-8.39, 1.61, -0.10)
C (-7.07, 0.88, -0.02)
C (-7.10, 0.32, 1.39)
O (-8.47, 0.08, 1.71)
C (-9.30, 0.70, 0.72)
H (-8.75, 1.76, -1.11)
H (-8.31, 2.58, 0.39)
H (-7.05, 0.06, -0.75)
H (-6.20, 1.52, -0.21)
H (-6.70, 1.04, 2.11)
H (-6.53, -0.61, 1.49)
H (-9.73, -0.09, 0.09)
H (-10.11, 1.24, 1.20)
C (-6.02, 6.83, 0.63)
C (-7.45, 7.15, 1.02)
C (-8.20, 5.95, 0.47)
O (-7.29, 4.84, 0.52)
C (-5.97, 5.32, 0.80)
H (-5.27, 7.35, 1.23)
H (-5.86, 7.10, -0.42)
H (-7.54, 7.18, 2.11)
H (-7.82, 8.10, 0.63)
H (-8.49, 6.10, -0.57)
H (-9.10, 5.71, 1.05)
H (-5.72, 5.05, 1.83)
H (-5.26, 4.85, 0.12)

Summary:
Orbital gap ... 8.31 eV
Multiplicity ... 1
Structure (SMILES) ... CCCCCCCCCPN=C(C)C.C1CCOC1.C1CCOC1.C1CCOC1.C1CCOC1.C1CCOC1

# 4
Here is a structure of composition C13H14BCl16O3S at a distorted geometry from the Open Molecules 2025 dataset. Energies are from wB97M-V/def2-TZVPD.

Cartesian coordinates (Å):
C (-0.45, -3.03, 3.19)
C (0.32, -2.00, 2.86)
C (1.14, -0.68, 2.39)
B (0.20, 0.06, 1.24)
C (0.83, -0.24, -0.26)
C (1.09, -0.51, -1.54)
C (-0.07, 1.66, 1.52)
C (-1.42, 2.05, 0.70)
C (-2.76, 2.08, 1.59)
C (-3.38, 0.63, 1.94)
S (-4.22, -0.23, 0.53)
O (-4.27, -1.72, 0.90)
O (-5.66, 0.23, 0.38)
O (-3.40, -0.14, -0.94)
H (-1.36, -3.74, 3.17)
H (2.12, -1.01, 1.84)
H (1.40, 0.02, 3.27)
H (-0.88, -0.46, 1.28)
H (1.40, -1.13, -2.46)
H (0.80, 2.33, 1.12)
H (-0.23, 1.93, 2.63)
H (-1.28, 3.13, 0.29)
H (-1.46, 1.37, -0.22)
H (-2.48, 2.60, 2.60)
H (-3.54, 2.76, 1.09)
H (-2.64, -0.11, 2.44)
H (-4.21, 0.81, 2.74)
H (-2.59, -0.72, -0.82)
C (-7.66, 3.42, 1.75)
Cl (-8.68, 3.31, 3.21)
Cl (-8.02, 4.92, 0.88)
Cl (-5.94, 3.41, 2.23)
Cl (-7.98, 2.03, 0.69)
C (4.83, -1.75, -2.63)
Cl (5.79, -1.94, -1.15)
Cl (3.22, -1.10, -2.20)
Cl (5.65, -0.62, -3.73)
Cl (4.64, -3.33, -3.43)
C (7.50, 0.31, 1.62)
Cl (9.23, 0.58, 1.32)
Cl (7.02, 1.16, 3.10)
Cl (6.56, 0.93, 0.25)
Cl (7.20, -1.43, 1.81)
C (2.74, -3.16, -7.43)
Cl (1.28, -2.92, -8.41)
Cl (2.81, -4.84, -6.86)
Cl (4.18, -2.81, -8.41)
Cl (2.70, -2.06, -6.03)

Summary:
Orbital gap ... 7.32 eV
Multiplicity ... 1
Total charge ... -1

# 5
Here is a cluster of 4 separate species, C16H25BFN2O13 in total at a distorted geometry from the Open Molecules 2025 dataset. Energies are from wB97M-V/def2-TZVPD.

Cartesian coordinates (Å):
N (5.40, -1.39, -2.34)
B (4.78, -1.34, -3.65)
O (5.60, -1.36, -4.77)
N (3.34, -1.33, -3.85)
C (2.91, -2.77, -3.83)
C (1.69, -2.98, -2.92)
O (0.58, -2.85, -3.48)
O (1.99, -3.15, -1.71)
C (2.61, -0.56, -2.86)
C (3.11, 0.83, -2.84)
O (3.88, 1.37, -2.08)
F (2.60, 1.56, -3.84)
H (5.69, -0.50, -1.97)
H (4.82, -1.86, -1.66)
H (5.61, -0.51, -5.21)
H (2.72, -3.10, -4.83)
H (3.71, -3.38, -3.44)
H (1.57, -0.49, -3.10)
H (2.73, -0.92, -1.87)
C (1.47, -0.63, 3.64)
C (1.56, -0.94, 2.17)
C (2.66, -0.22, 1.41)
O (2.11, -0.16, 0.09)
C (0.77, -0.15, 0.20)
O (0.02, 0.11, -0.68)
O (0.40, -0.44, 1.47)
H (0.68, -1.23, 4.09)
H (2.41, -0.86, 4.15)
H (1.23, 0.42, 3.79)
H (1.62, -2.01, 1.99)
H (3.60, -0.76, 1.40)
H (2.82, 0.80, 1.77)
C (-3.50, 0.57, 3.08)
C (-3.00, -0.84, 2.92)
C (-3.93, -1.92, 3.42)
O (-3.02, -2.99, 3.73)
C (-1.83, -2.43, 4.03)
O (-0.91, -3.02, 4.51)
O (-1.83, -1.12, 3.74)
H (-2.80, 1.27, 2.64)
H (-4.46, 0.69, 2.59)
H (-3.61, 0.82, 4.14)
H (-2.72, -1.03, 1.88)
H (-4.66, -2.25, 2.68)
H (-4.45, -1.63, 4.33)
C (-2.01, 3.19, -1.39)
C (-3.49, 3.18, -1.12)
C (-4.07, 4.48, -0.63)
O (-5.22, 4.03, 0.11)
C (-4.96, 2.78, 0.56)
O (-5.63, 2.20, 1.34)
O (-3.84, 2.31, -0.02)
H (-1.68, 2.23, -1.79)
H (-1.77, 3.96, -2.12)
H (-1.45, 3.37, -0.47)
H (-4.03, 2.82, -2.00)
H (-4.38, 5.15, -1.43)
H (-3.40, 5.00, 0.05)

Summary:
Orbital gap ... 6.91 eV
ΔE to the lowest compared entry with this formula, charge and spin ... 0.0 kcal/mol
Multiplicity ... 1
Total charge ... -1

# 6
Here is a cluster of 2 separate species, C4H8O2 in total from the Open Molecules 2025 dataset. Energies are from wB97M-V/def2-TZVPD.

Cartesian coordinates (Å):
C (1.59, 0.16, 0.92)
C (0.15, 0.66, 0.80)
C (-0.22, 1.16, -0.58)
O (-1.31, 1.02, -1.10)
H (1.91, 0.16, 1.97)
H (1.67, -0.86, 0.54)
H (2.28, 0.80, 0.36)
H (-0.57, -0.11, 1.10)
H (-0.01, 1.53, 1.45)
H (0.58, 1.72, -1.11)
C (-1.52, -1.56, -1.09)
O (-0.48, -1.97, -0.65)
H (-2.41, -1.39, -0.45)
H (-1.65, -1.32, -2.16)

Summary:
Orbital gap ... 10.72 eV
ΔE to the lowest compared entry with this formula, charge and spin ... 42.8 kcal/mol
Multiplicity ... 1
Structure (SMILES) ... CCC=O.C=O

# 7
Here is the ion C5H11NOS with charge -1 at a distorted geometry from the Open Molecules 2025 dataset. Energies are from wB97M-V/def2-TZVPD.

Cartesian coordinates (Å):
C (0.14, 0.49, 1.59)
C (-1.35, 0.14, 1.83)
S (-2.55, 1.47, 1.39)
C (0.42, 0.62, 0.13)
N (0.45, -0.64, -0.64)
C (-0.30, -0.46, -1.88)
C (1.84, -0.99, -0.96)
O (0.42, 1.75, -0.47)
H (0.66, -0.34, 2.11)
H (0.27, 1.43, 2.14)
H (-1.58, -0.06, 2.89)
H (-1.71, -0.71, 1.27)
H (-1.85, 1.99, 0.38)
H (-1.16, 0.18, -1.70)
H (0.22, -0.18, -2.79)
H (-0.70, -1.45, -2.19)
H (2.54, -0.13, -0.98)
H (1.98, -1.47, -1.94)
H (2.26, -1.64, -0.19)

Summary:
Orbital gap (spin up / spin down) ... 3.37 / 7.29 eV
ΔE to the lowest compared entry with this formula, charge and spin ... 15.4 kcal/mol
Multiplicity ... 2
Expectation value of S² ... 0.75
Total charge ... -1

# 8
Here is the molecule C21H16N2O2S2 at a distorted geometry from the Open Molecules 2025 dataset. Energies are from wB97M-V/def2-TZVPD.

Cartesian coordinates (Å):
O (3.83, 1.42, 4.45)
S (4.15, 0.57, 5.59)
O (5.55, 0.46, 5.92)
N (3.59, -1.05, 5.48)
C (3.23, -1.54, 4.23)
C (3.89, -2.69, 3.72)
C (3.41, -3.14, 2.45)
C (2.21, -2.56, 1.88)
C (1.56, -1.43, 2.37)
C (0.41, -0.82, 1.72)
C (-0.58, -0.20, 2.52)
C (-1.63, 0.44, 1.88)
C (-1.70, 0.45, 0.49)
C (-0.70, -0.14, -0.34)
C (-0.74, 0.01, -1.76)
C (0.28, -0.19, -2.63)
S (-0.30, -0.10, -4.19)
C (-1.92, 0.32, -3.64)
C (-2.79, 0.99, -4.59)
C (-2.56, 1.40, -5.92)
C (-3.46, 2.24, -6.60)
C (-4.54, 2.72, -5.86)
C (-4.78, 2.31, -4.62)
C (-3.99, 1.39, -4.01)
N (-1.99, 0.35, -2.33)
C (0.39, -0.67, 0.33)
C (2.10, -0.95, 3.62)
H (3.45, 1.09, 6.60)
H (4.21, -1.63, 6.01)
H (4.67, -3.25, 4.26)
H (3.88, -3.96, 1.81)
H (1.91, -3.05, 0.95)
H (-0.39, -0.09, 3.64)
H (-2.34, 1.01, 2.55)
H (-2.38, 1.22, 0.12)
H (1.35, -0.32, -2.24)
H (-1.66, 1.18, -6.34)
H (-3.22, 2.41, -7.69)
H (-5.30, 3.43, -6.35)
H (-5.73, 2.51, -4.15)
H (-4.16, 1.01, -3.00)
H (1.16, -1.10, -0.32)
H (1.61, -0.05, 3.98)

Summary:
Orbital gap ... 8.23 eV
ΔE to the lowest compared entry with this formula, charge and spin ... 30.5 kcal/mol
Multiplicity ... 1
Structure (SMILES) ... O=[SH](=O)Nc1cccc(-c2cccc(-c3csc(-c4ccccc4)n3)c2)c1

# 9
Here is a cluster of 2 separate species, C19H25FN2O8 in total at a distorted geometry from the Open Molecules 2025 dataset. Energies are from wB97M-V/def2-TZVPD.

Cartesian coordinates (Å):
O (-0.51, 4.15, -1.37)
C (0.60, 3.90, -0.92)
O (0.80, 3.49, 0.36)
C (1.80, 4.03, -1.90)
O (1.69, 5.23, -2.69)
C (1.75, 2.88, -2.88)
C (2.86, 2.15, -3.27)
F (2.67, 1.10, -4.09)
C (4.24, 2.46, -2.74)
O (5.22, 2.36, -3.78)
C (4.31, 3.88, -2.14)
O (5.56, 4.03, -1.45)
C (3.16, 4.08, -1.16)
H (-0.08, 3.49, 0.77)
H (0.78, 5.31, -3.01)
H (0.79, 2.60, -3.31)
H (4.48, 1.74, -1.96)
H (6.09, 2.61, -3.43)
H (4.24, 4.61, -2.95)
H (5.65, 4.94, -1.12)
H (3.20, 3.30, -0.40)
H (3.25, 5.05, -0.66)
C (-5.93, -2.64, 3.76)
N (-4.55, -2.48, 3.31)
C (-4.20, -2.09, 2.07)
O (-5.03, -1.83, 1.21)
C (-2.69, -1.96, 1.76)
C (-2.32, -2.19, 0.28)
C (-0.91, -1.75, -0.07)
C (0.18, -2.64, 0.06)
C (1.48, -2.21, -0.28)
C (1.69, -0.90, -0.76)
O (2.93, -0.51, -1.14)
C (0.60, -0.01, -0.87)
C (-0.70, -0.43, -0.53)
N (-1.77, -2.70, 2.65)
C (-1.72, -3.99, 2.96)
C (-2.73, -4.99, 2.43)
O (-0.84, -4.39, 3.70)
H (-6.45, -1.68, 3.68)
H (-6.44, -3.36, 3.12)
H (-5.95, -2.98, 4.79)
H (-3.81, -2.66, 3.96)
H (-2.49, -0.91, 1.94)
H (-3.01, -1.64, -0.35)
H (-2.43, -3.25, 0.02)
H (0.02, -3.65, 0.41)
H (2.32, -2.88, -0.19)
H (2.90, -0.01, -1.96)
H (0.76, 0.99, -1.22)
H (-1.53, 0.25, -0.63)
H (-1.01, -2.16, 3.04)
H (-2.23, -5.95, 2.29)
H (-3.16, -4.68, 1.49)
H (-3.53, -5.12, 3.17)

Summary:
Orbital gap ... 8.97 eV
Multiplicity ... 1
Structure (SMILES) ... O=C(O)[C@]1(O)C=C(F)[C@@H](O)[C@H](O)C1.CNC(=O)[C@H](Cc1ccc(O)cc1)NC(C)=O

# 10
Here is the molecule C9H8N2 at a distorted geometry from the Open Molecules 2025 dataset. Energies are from wB97M-V/def2-TZVPD.

Cartesian coordinates (Å):
C (1.44, 0.21, -0.25)
C (-0.08, -0.16, -0.54)
C (-0.51, -1.39, 0.25)
C (-1.03, 0.93, -0.39)
C (-1.71, 1.93, -0.21)
C (-2.87, 2.71, -0.15)
N (-3.98, 2.08, 0.08)
C (-4.19, 0.83, 0.25)
C (-4.70, -0.27, 0.12)
C (-4.89, -1.60, 0.18)
N (-5.16, -2.73, 0.26)
H (1.84, 0.59, -1.27)
H (1.63, 0.96, 0.56)
H (2.04, -0.73, -0.03)
H (-0.14, -0.34, -1.71)
H (-0.30, -1.42, 1.40)
H (0.16, -2.26, 0.07)
H (-1.60, -1.49, 0.07)
H (-2.86, 3.78, -0.54)

Summary:
Orbital gap (spin up / spin down) ... 8.21 / 8.21 eV
ΔE to the lowest compared entry with this formula, charge and spin ... 139.1 kcal/mol
Multiplicity ... 1
Structure (SMILES) ... CC(C)C#C/C=N\C#CC#N

# 11
Here is a structure of composition C26H17ClF5FeN4O2 at a distorted geometry from the Open Molecules 2025 dataset. Energies are from wB97M-V/def2-TZVPD.

Cartesian coordinates (Å):
Fe (0.37, 0.20, 0.15)
C (2.71, 4.85, 1.31)
C (1.56, 4.34, 1.90)
C (0.77, 3.43, 1.21)
C (1.12, 3.02, -0.07)
C (2.27, 3.54, -0.66)
C (3.06, 4.45, 0.03)
N (0.37, 2.00, -0.70)
C (0.18, 2.00, -2.05)
C (0.05, 3.16, -2.84)
C (-0.20, 3.04, -4.18)
C (-0.31, 1.79, -4.82)
C (-0.15, 0.64, -4.10)
C (0.09, 0.74, -2.72)
N (0.32, -0.31, -1.87)
N (0.52, -1.48, -2.27)
C (0.82, -2.34, -1.18)
C (1.17, -3.64, -1.46)
C (1.53, -4.47, -0.40)
C (1.50, -3.97, 0.89)
C (1.11, -2.66, 1.08)
N (0.78, -1.87, 0.07)
H (3.33, 5.55, 1.86)
H (1.27, 4.65, 2.89)
H (-0.13, 3.03, 1.66)
H (2.57, 3.19, -1.64)
H (3.96, 4.84, -0.43)
H (0.12, 4.13, -2.37)
H (-0.32, 3.94, -4.77)
H (-0.52, 1.74, -5.88)
H (-0.22, -0.34, -4.56)
H (1.18, -3.97, -2.49)
H (1.84, -5.49, -0.59)
H (1.78, -4.59, 1.74)
H (1.05, -2.21, 2.07)
F (-1.68, 1.36, 2.15)
C (-1.32, 0.21, 1.52)
F (-1.18, -0.77, 2.46)
C (-2.51, -0.20, 0.64)
F (-3.68, -0.32, 1.27)
F (-2.24, -1.39, 0.06)
F (-2.66, 0.69, -0.35)
Cl (7.47, 1.40, 4.72)
C (6.05, 1.12, 3.76)
C (6.13, 1.20, 2.38)
C (4.99, 0.96, 1.63)
C (3.79, 0.65, 2.25)
C (3.72, 0.58, 3.64)
C (4.86, 0.81, 4.40)
C (2.56, 0.42, 1.43)
O (2.64, 0.34, 0.18)
O (1.44, 0.32, 2.01)
H (7.07, 1.45, 1.91)
H (5.02, 1.02, 0.55)
H (2.77, 0.35, 4.11)
H (4.82, 0.76, 5.48)

Summary:
Orbital gap (spin up / spin down) ... 5.98 / 5.82 eV
Multiplicity ... 6
Expectation value of S² ... 8.77

Q: Among the records above, which one has the highest multiplicity?
A: C26H17ClF5FeN4O2

Q: Which value of multiplicity does entry 2 give?
A: 1

Copy entry 10 word for word.
Here is the molecule C9H8N2 at a distorted geometry from the Open Molecules 2025 dataset. Energies are from wB97M-V/def2-TZVPD.

Cartesian coordinates (Å):
C (1.44, 0.21, -0.25)
C (-0.08, -0.16, -0.54)
C (-0.51, -1.39, 0.25)
C (-1.03, 0.93, -0.39)
C (-1.71, 1.93, -0.21)
C (-2.87, 2.71, -0.15)
N (-3.98, 2.08, 0.08)
C (-4.19, 0.83, 0.25)
C (-4.70, -0.27, 0.12)
C (-4.89, -1.60, 0.18)
N (-5.16, -2.73, 0.26)
H (1.84, 0.59, -1.27)
H (1.63, 0.96, 0.56)
H (2.04, -0.73, -0.03)
H (-0.14, -0.34, -1.71)
H (-0.30, -1.42, 1.40)
H (0.16, -2.26, 0.07)
H (-1.60, -1.49, 0.07)
H (-2.86, 3.78, -0.54)

Summary:
Orbital gap (spin up / spin down) ... 8.21 / 8.21 eV
ΔE to the lowest compared entry with this formula, charge and spin ... 139.1 kcal/mol
Multiplicity ... 1
Structure (SMILES) ... CC(C)C#C/C=N\C#CC#N

Q: multiplicity of number 4 (C13H14BCl16O3S)?
A: 1